Record 1
The following is a DFT calculation (ωB97M-V/def2-TZVPD) of C15H45FeN3O7 as an isolated structure in a non-equilibrium geometry.

```
71
Properties=species:S:1:pos:R:3:lowdin_charge:R:1
H -7.864 33.788 12.288 0.10
H -15.339 28.156 17.065 0.13
H -4.736 25.945 14.992 0.06
H -3.274 24.364 12.249 0.08
H -5.626 33.106 18.018 0.10
C -6.713 28.270 12.961 -0.12
H -7.366 28.022 12.124 0.07
C -3.702 26.249 13.303 -0.39
C -7.136 29.943 18.204 -0.17
O -5.329 27.949 12.845 -0.19
H -5.582 32.067 19.440 0.11
H -12.325 25.791 19.344 0.09
C -9.708 29.643 14.559 -0.18
H -4.873 26.439 11.510 0.13
H -8.883 29.329 8.929 0.15
H -2.304 24.703 13.635 0.08
H -8.071 29.528 17.827 0.13
H -15.758 30.433 16.348 0.07
C -6.892 31.433 17.896 -0.35
H -14.033 27.710 15.264 0.08
H -12.569 29.102 17.850 0.10
H -5.835 25.888 12.842 0.13
O -8.024 33.097 12.930 -0.02
C -5.595 32.068 18.350 0.01
H -9.323 29.233 15.492 0.06
N -15.116 30.257 17.108 0.01
C -9.123 29.784 9.890 -0.37
C -14.029 28.780 15.471 -0.05
H -7.217 27.821 13.818 0.07
H -13.018 29.185 15.436 0.04
H -11.227 26.978 18.807 0.07
H -11.302 31.476 17.176 0.06
C -9.941 28.766 10.662 -0.08
O -10.471 31.342 17.631 -0.03
H -8.166 29.792 10.411 0.10
H -4.433 27.399 14.676 0.01
O -9.698 31.005 9.653 0.02
H -9.388 27.835 10.792 0.08
H -14.004 28.955 19.020 0.12
N -3.942 26.519 14.747 0.04
H -8.000 33.062 18.149 0.15
H -5.530 28.231 15.924 0.08
O -6.110 29.145 17.708 -0.11
H -4.061 24.155 13.814 0.08
H -4.698 31.501 18.100 0.11
H -9.840 31.167 16.933 -0.01
H -8.761 31.712 18.532 0.09
Fe -9.894 32.955 13.736 1.21
H -10.890 28.385 10.284 0.09
H -10.158 29.262 11.608 0.05
H -12.361 27.299 20.140 0.09
H -10.737 29.285 14.589 0.08
H -15.768 30.291 17.879 0.07
C -6.300 28.870 16.355 -0.09
H -14.649 29.162 14.660 0.07
C -13.516 28.624 18.103 -0.17
H -7.153 32.768 13.152 0.11
H -9.201 29.193 13.705 0.05
N -7.876 32.187 18.638 0.33
H -2.854 26.777 12.868 0.14
C -14.565 28.916 16.953 -0.40
H -7.084 29.807 19.285 0.16
C -3.329 24.749 13.267 -0.06
O -9.524 31.064 14.529 -0.40
C -5.028 26.573 12.580 -0.18
H -6.368 29.775 15.751 0.09
C -12.256 26.861 19.147 -0.10
H -7.226 28.326 16.169 0.09
H -6.803 29.355 12.999 0.08
H -7.054 31.652 16.841 0.17
O -13.246 27.210 18.158 -0.19
```

## Properties
Total charge: +2
HOMO energy (alpha / beta) in eV: -13.37 / -13.37
Spin multiplicity: 7
LUMO level (alpha / beta) in eV: -8.947 / -10.976
Orbital gap (alpha / beta) in eV: 4.42 / 2.39

***

Record 2
The following is a DFT calculation (ωB97M-V/def2-TZVPD) of a 5-piece molecular cluster, C15H45O20P5 overall in a non-equilibrium geometry.

```
85
Properties=species:S:1:pos:R:3:lowdin_charge:R:1
C -1.627 -1.349 3.608 -0.09
H -0.700 -0.519 -1.453 0.11
O -0.003 3.745 3.370 -0.22
C -0.427 -2.262 -3.519 -0.19
P -0.275 -3.501 3.997 0.34
O 4.786 0.404 -2.185 -0.24
H 3.767 -1.843 -5.684 0.07
O 2.718 -0.168 -0.784 -0.22
H -1.581 -2.031 -3.771 0.14
H 5.604 1.233 -3.900 0.07
H -2.461 2.683 4.586 0.05
H 1.614 -3.995 1.225 0.08
H 0.034 5.887 1.943 0.11
O -0.385 -1.039 -6.063 -0.26
O 2.527 0.768 -3.165 -0.24
O -0.796 4.084 0.904 -0.21
O -3.893 0.385 1.381 -0.26
H 4.574 -0.326 -4.173 0.12
H 2.170 4.173 -1.414 0.09
H 0.059 -6.415 6.179 0.12
H -3.679 3.350 -0.101 0.11
H -2.673 -0.987 3.861 0.10
H -3.568 -2.224 -1.173 0.11
H -0.846 -0.591 4.088 0.10
C 1.948 3.157 -1.589 -0.12
C -0.042 5.270 0.960 -0.15
O -2.287 3.613 2.738 -0.23
H -0.129 -1.647 0.200 0.10
O -1.960 -0.813 0.334 -0.26
H 2.917 -2.250 0.011 0.09
C -4.457 -1.432 -1.086 -0.07
H -4.013 3.393 3.956 0.15
P -0.833 3.156 2.187 0.42
O -0.801 1.682 1.931 -0.24
H 1.755 -4.908 2.550 0.07
O -1.647 -2.705 4.188 -0.22
C -3.139 2.765 -0.872 -0.08
H -0.870 0.997 -2.856 0.06
H -5.082 -1.773 -0.159 0.11
C 2.895 -1.594 -0.910 -0.09
H 3.932 -1.793 -1.386 0.12
C -2.984 2.803 3.629 -0.15
C -1.082 1.273 -3.840 -0.10
O 0.442 -1.229 -3.650 -0.27
H -0.487 -2.874 -4.449 0.08
O 2.025 -0.551 -5.572 -0.22
H -3.767 2.395 -1.729 0.11
H -0.169 6.047 0.104 0.12
H -0.101 1.918 4.588 0.11
O -3.832 -0.073 -1.072 -0.24
H -0.464 -5.184 6.645 -0.01
H -2.483 3.413 -1.286 0.03
C 0.185 3.059 4.674 -0.07
O 0.045 1.071 -4.636 -0.21
O 3.128 2.489 -1.416 -0.21
P -2.998 0.293 0.178 0.28
H 1.250 3.068 5.198 0.12
C -0.616 -0.685 -0.244 -0.07
O 0.718 -2.801 4.725 -0.21
H 1.697 2.773 -2.513 0.04
H 2.148 -2.043 -1.527 0.05
P 3.204 0.916 -1.874 0.56
H 1.123 -4.965 6.058 0.07
H -5.119 -1.521 -1.992 0.09
C 0.163 -5.317 5.994 -0.12
H 2.172 -2.671 -5.791 0.14
O -0.394 -4.994 4.777 -0.21
H 1.205 2.674 -0.849 0.12
C 2.761 -1.744 -5.261 -0.13
H 6.097 -0.221 -3.379 0.01
H 1.111 4.938 1.008 0.11
H -0.102 -2.823 -2.526 0.13
C 1.484 -3.984 2.262 -0.03
H -1.238 -1.304 2.435 0.12
H 2.088 -3.357 2.634 0.03
C 5.331 0.331 -3.497 -0.07
H -0.075 0.294 0.297 0.12
H 2.801 -1.906 -4.095 0.10
H -1.289 2.347 -3.829 0.11
P 0.545 -0.488 -5.008 0.45
O -2.394 1.700 -0.283 -0.25
H -1.845 0.947 -4.282 0.02
H -3.158 1.751 3.380 0.06
O 0.100 -3.724 2.553 -0.15
H -0.368 3.366 5.521 0.05
```

## Properties
SMILES string: COP(=O)(OC)OC.COP(=O)(OC)OC.COP(=O)(OC)OC.COP(=O)(OC)OC.COP(=O)(OC)OC
HOMO energy in eV: -9.73
ΔE to the lowest compared entry with this formula, charge and spin in kcal/mol: 285.9
LUMO level in eV: 0.317
Orbital gap in eV: 10.05

***

Record 3
The following is a DFT calculation (ωB97M-V/def2-TZVPD) of C15H45O8V as an isolated structure in a non-equilibrium geometry.

```
69
Properties=species:S:1:pos:R:3:nbo_charge:R:1
H 1.842 -1.038 3.919 0.22
H -5.019 -3.392 -2.894 0.21
H -3.358 1.188 2.452 0.16
H -4.086 -0.405 4.006 0.46
C -0.573 -0.290 -5.210 -0.62
O -3.580 0.355 4.307 -0.71
C 2.125 2.413 2.034 -0.63
H 1.556 0.631 6.317 0.47
H -4.474 -4.353 -4.277 0.24
H 0.158 3.106 -0.289 0.16
C -0.861 3.717 -2.115 -0.63
H -2.965 -4.894 -2.319 0.18
H 2.222 2.701 3.082 0.22
H -1.174 4.677 -1.705 0.23
H 3.581 -4.157 -1.124 0.19
H 4.345 -1.889 -1.688 0.23
H 0.276 -1.834 5.708 0.17
C -4.192 -3.563 -3.584 -0.64
C -0.106 -0.235 0.139 -0.24
H 2.787 -2.007 -2.449 0.21
H -4.028 -2.623 -4.111 0.22
H -0.210 0.542 -5.806 0.23
V -2.137 -2.867 0.317 1.66
H 0.901 -0.108 -3.676 0.17
H -0.161 -1.245 -5.543 0.21
H -1.653 -0.416 -5.289 0.21
H 0.901 -0.234 0.565 0.18
O -2.613 -2.881 -1.877 -0.86
H 3.015 2.725 0.085 0.14
H -0.518 -0.318 5.718 0.16
H 3.212 -3.233 0.324 0.16
C 0.463 -0.774 5.530 -0.06
H -0.632 0.773 -3.323 0.16
H -0.839 0.135 0.867 0.16
O -0.507 -1.524 -0.258 -1.00
H -0.571 3.845 -3.158 0.21
C -1.797 1.816 3.672 -0.63
C 0.370 3.294 -1.344 -0.06
H 0.112 -0.961 3.408 0.18
H 2.747 4.185 0.976 0.17
H -2.065 -4.005 -3.492 0.21
H -2.255 -0.178 2.800 0.12
C -2.729 0.719 3.222 -0.06
O 1.470 -0.323 6.407 -0.70
H -2.080 -2.220 -2.379 0.55
H 1.108 2.618 1.700 0.20
C -0.189 -0.135 -3.746 -0.06
H 4.910 3.633 0.855 0.47
H 0.863 2.409 -1.762 0.15
H -0.995 2.025 2.961 0.21
H -0.094 0.576 -0.601 0.17
H 0.948 0.489 3.801 0.20
H 1.120 -2.774 -0.726 0.47
C 3.014 -3.310 -0.749 -0.06
C 0.875 -0.564 4.084 -0.63
C 3.067 3.144 1.099 -0.06
H -1.275 1.552 4.594 0.22
H -0.449 -1.210 -2.096 0.51
O 1.326 4.347 -1.523 -0.72
C 3.278 -1.995 -1.475 -0.65
H -1.697 3.015 -2.094 0.20
O 4.426 3.123 1.511 -0.72
H 2.314 1.337 2.048 0.20
O -0.781 -1.209 -3.016 -0.80
O 1.603 -3.603 -0.853 -0.76
C -2.932 -3.932 -2.833 -0.07
H 2.974 -1.094 -0.941 0.20
H 2.053 3.978 -2.026 0.47
H -2.365 2.728 3.844 0.23
```

## Properties
Total charge: +1
HOMO energy (alpha / beta) in eV: -11.96 / -11.96
Spin multiplicity: 4
ΔE to the lowest compared entry with this formula, charge and spin in kcal/mol: 74.7
LUMO level (alpha / beta) in eV: -6.017 / -5.941
Orbital gap (alpha / beta) in eV: 5.95 / 6.02

***

Record 4
The following is a DFT calculation (ωB97M-V/def2-TZVPD) of a 10-piece molecular cluster, C15H46O12 overall in a non-equilibrium geometry.

```
73
Properties=species:S:1:pos:R:3:lowdin_charge:R:1
H 5.092 23.375 18.879 0.01
C 6.099 21.907 16.844 -0.88
H 1.066 25.856 16.816 0.07
H 6.673 24.250 20.234 0.11
H 10.115 21.379 15.921 0.06
O 5.331 22.708 17.293 0.10
H 2.204 21.789 18.840 0.11
H 2.080 22.766 12.840 0.07
H 5.917 27.942 16.638 0.07
O 9.197 22.868 14.887 -0.14
H 9.499 19.315 17.105 0.06
C 2.909 25.231 17.546 -0.32
H 9.607 17.720 16.211 0.07
H 4.825 19.676 16.712 0.03
H 1.941 18.773 19.435 0.07
H 7.154 25.515 15.308 0.11
H 0.936 25.184 18.525 0.07
C 8.966 18.458 16.694 -0.17
C 3.080 23.070 12.530 -0.09
C 1.674 19.822 19.564 -0.09
H 6.072 24.510 17.035 0.03
H 10.868 21.727 14.304 0.07
C 2.512 20.748 18.748 -0.33
H 7.565 27.682 16.090 0.06
H 7.834 20.976 18.314 0.01
C 9.186 22.214 18.786 -0.17
C 9.946 21.666 14.883 -0.15
C 4.451 17.768 16.676 -0.17
H 6.325 27.870 14.892 0.07
O 3.871 20.688 19.163 -0.07
C 6.042 23.427 20.572 -0.33
H 10.265 22.073 18.845 0.08
O 6.306 20.819 17.439 0.09
H 7.516 19.629 16.292 0.02
H 8.580 17.853 17.515 0.07
H 1.785 20.114 20.608 0.07
H 5.483 17.502 16.451 0.06
H 3.446 25.905 16.879 0.10
C 3.792 23.151 13.853 -0.32
H 6.611 23.513 22.525 0.07
H 4.422 17.606 17.753 0.08
H 8.876 22.930 19.547 0.07
C 6.338 25.924 15.903 -0.33
H 3.605 23.522 17.125 0.03
H 3.497 24.036 14.416 0.09
H 5.451 25.712 15.306 0.10
H 2.383 20.488 17.698 0.11
O 6.627 22.140 15.727 0.16
H 4.403 21.142 18.505 0.02
O 4.911 23.635 19.785 -0.10
H 6.524 22.491 20.290 0.11
H 5.676 23.023 14.430 0.02
C 6.522 27.448 15.878 -0.09
O 6.297 25.425 17.222 -0.06
H 8.977 22.550 17.770 0.07
H 3.828 17.064 16.124 0.08
H 1.535 26.754 18.269 0.06
O 8.586 20.980 18.911 -0.12
H 5.049 24.428 22.234 0.07
H 3.496 22.306 14.474 0.11
H 3.487 25.090 18.460 0.10
H 8.343 22.644 15.264 0.01
C 1.512 25.767 17.806 -0.08
O 5.203 23.152 13.605 -0.08
C 5.640 23.536 22.030 -0.07
O 4.205 19.090 16.271 -0.11
H 0.639 19.877 19.227 0.07
H 3.534 22.429 11.774 0.08
O 2.758 23.947 16.974 -0.08
H 2.987 24.062 12.087 0.07
H 5.056 22.687 22.387 0.07
H 9.309 20.962 14.348 0.08
O 7.915 18.877 15.847 -0.12
```

## Properties
Total charge: -1
HOMO energy (alpha / beta) in eV: -6.88 / -6.87
Spin multiplicity: 2
LUMO level (alpha / beta) in eV: 3.025 / -0.930
Orbital gap (alpha / beta) in eV: 9.91 / 5.94